Computed, not measured: 3 unconnected molecules or ions with the total composition C21H39N3O6 at a distorted geometry, with wB97M-V/def2-TZVPD.

Last column: natural (NBO) charge in e.
Cartesian coordinates (Å):
O 6.163 -3.011 -2.680  -0.798
C 5.300 -2.052 -2.569  0.723
O 5.343 -1.185 -1.490  -0.833
C 4.194 -1.878 -3.720  -0.321
N 2.907 -2.588 -3.475  -0.691
C 1.989 -1.849 -2.602  0.878
O 1.175 -2.552 -1.881  -0.837
O 1.906 -0.473 -2.533  -0.863
H 4.009 -0.763 -3.923  0.229
H 4.637 -2.298 -4.704  0.161
H 3.036 -3.562 -3.182  0.379
C -0.650 1.264 -1.404  -0.665
C -0.711 2.746 -1.873  0.094
C -0.966 3.704 -0.681  -0.409
C -2.416 3.790 -0.226  -0.401
C -3.331 4.063 -1.411  -0.414
C -3.158 3.019 -2.532  0.109
N -1.731 2.873 -2.961  -0.002
O -1.416 3.966 -3.706  -0.384
C -3.730 1.669 -2.035  -0.627
C -4.088 3.393 -3.715  -0.602
C 0.742 3.032 -2.348  -0.599
H -1.462 0.648 -1.790  0.206
H 0.253 0.758 -1.763  0.322
H -0.660 1.179 -0.312  0.195
H -0.646 4.718 -0.956  0.195
H -0.343 3.415 0.170  0.225
H -2.707 2.874 0.295  0.201
H -2.518 4.601 0.505  0.198
H -4.372 4.080 -1.067  0.200
H -3.127 5.070 -1.797  0.205
H -3.589 0.882 -2.780  0.223
H -4.806 1.751 -1.848  0.196
H -3.295 1.333 -1.094  0.224
H -3.896 4.396 -4.102  0.219
H -5.137 3.377 -3.404  0.195
H -3.979 2.680 -4.538  0.216
H 0.995 2.443 -3.234  0.246
H 1.458 2.772 -1.563  0.229
H 0.906 4.089 -2.581  0.191
C 0.921 -3.288 4.868  -0.625
C -0.083 -2.373 4.110  0.100
C -0.853 -3.164 3.021  -0.406
C -0.082 -3.391 1.728  -0.401
C 0.492 -2.080 1.212  -0.444
C 1.366 -1.373 2.265  0.107
N 0.649 -1.187 3.572  -0.019
O -0.252 -0.182 3.409  -0.383
C 2.663 -2.196 2.455  -0.635
C 1.872 -0.031 1.678  -0.606
C -1.134 -2.011 5.199  -0.595
H 1.965 -3.019 4.708  0.230
H 0.797 -3.218 5.954  0.196
H 0.804 -4.340 4.593  0.205
H -1.775 -2.625 2.766  0.202
H -1.174 -4.134 3.419  0.195
H 0.706 -4.134 1.878  0.191
H -0.756 -3.811 0.974  0.218
H 1.075 -2.273 0.305  0.309
H -0.333 -1.425 0.903  0.206
H 3.300 -1.757 3.229  0.197
H 3.246 -2.217 1.529  0.262
H 2.483 -3.242 2.710  0.192
H 1.059 0.625 1.362  0.214
H 2.491 -0.204 0.792  0.266
H 2.487 0.508 2.408  0.192
H -0.695 -1.390 5.987  0.207
H -1.524 -2.918 5.670  0.195
H -1.996 -1.479 4.788  0.217

## Properties
LUMO level (alpha / beta): 4.084 / 4.033 eV
Total energy: -1439.13123 hartree
Net charge: -2
Kohn-Sham gap (alpha / beta): 0.190 / 0.188 hartree
2S+1: 3